Below is 16 unconnected molecules or ions with the total composition C19H70N4O16, with properties calculated with wB97M-V/def2-TZVPD.

Output
* E: -2188.43776 Eh
* energy above the lowest of the compared OMol25 structures with the same formula, charge and spin: 49.23 kJ/mol
* highest occupied orbital energy: -0.321 Eh
* gap between HOMO and LUMO: 8.850 eV
* M: 610.8 g mol⁻¹

Last column: Löwdin charge in e.
Geometry (Å):
C -0.96 -0.91 -4.09  -0.063
C -2.46 -1.06 -3.85  -0.326
O -3.19 -0.40 -4.80  -0.029
H -0.60 -1.04 -5.06  0.063
H -0.36 -1.61 -3.51  0.053
H -0.61 0.05 -3.79  0.051
H -2.71 -0.42 -2.97  0.091
H -2.65 -2.16 -3.76  0.117
H -3.91 -0.09 -4.33  0.037
C 1.68 3.50 2.58  -0.035
C 0.18 3.10 3.05  -0.289
O 0.23 3.06 4.44  -0.092
H 1.92 3.33 1.55  0.050
H 2.37 2.96 3.21  0.040
H 1.95 4.52 2.88  0.076
H -0.19 2.15 2.61  0.090
H -0.45 3.88 2.86  0.065
H -0.61 2.86 4.87  0.092
C -0.14 0.10 0.72  -0.054
C -0.01 -0.85 -0.43  -0.311
O 1.32 -1.09 -0.72  -0.072
H -1.11 0.51 0.83  0.033
H 0.39 1.04 0.51  0.079
H 0.21 -0.32 1.64  0.050
H -0.55 -0.51 -1.27  0.086
H -0.47 -1.81 -0.15  0.093
H 1.35 -2.02 -1.01  0.063
C 4.21 0.77 -0.35  -0.605
O 4.21 0.52 -1.70  -0.135
N 5.26 1.37 0.24  0.133
N 3.21 0.42 0.37  0.191
H 5.99 1.66 -0.41  0.103
H 5.44 1.46 1.30  0.146
H 2.42 -0.05 -0.12  0.067
H 3.09 0.54 1.39  0.094
C -2.93 -2.50 0.83  -0.580
O -2.75 -1.45 1.73  -0.118
N -3.01 -2.28 -0.50  0.142
N -2.98 -3.73 1.20  0.163
H -3.11 -1.22 -0.68  0.099
H -3.40 -2.94 -1.19  0.130
H -2.97 -3.92 2.22  0.141
H -3.10 -4.61 0.62  0.149
C 3.10 -0.57 3.68  -0.155
O 2.18 0.41 3.35  -0.116
H 3.28 -0.47 4.75  0.086
H 4.15 -0.42 3.28  0.093
H 2.75 -1.60 3.52  0.077
H 2.20 1.11 3.93  0.029
C 2.61 -4.15 -0.84  -0.154
O 2.27 -3.33 -1.88  -0.121
H 2.02 -4.97 -0.65  0.045
H 2.62 -3.62 0.14  0.095
H 3.56 -4.53 -1.08  0.083
H 2.89 -3.23 -2.62  0.071
C -1.83 3.01 -2.23  -0.194
O -2.95 3.62 -1.72  -0.088
H -2.18 2.20 -2.81  0.065
H -1.23 2.51 -1.42  0.065
H -1.10 3.62 -2.78  0.086
H -2.73 4.34 -1.14  0.058
C 0.38 -2.97 2.27  -0.140
O 0.87 -3.50 3.52  -0.110
H -0.47 -2.27 2.52  0.071
H 0.08 -3.79 1.68  0.047
H 1.15 -2.41 1.71  0.078
H 0.17 -3.92 3.97  0.057
C -0.65 -4.43 -1.41  -0.131
O -0.86 -3.19 -2.02  -0.140
H -0.05 -4.24 -0.51  0.068
H -0.23 -4.96 -2.22  0.089
H -1.55 -4.92 -1.13  0.051
H -1.43 -2.73 -1.46  -0.030
C -0.86 -0.33 4.33  -0.170
O -1.30 -0.91 5.53  -0.088
H 0.01 -0.80 4.15  0.017
H -0.46 0.69 4.41  0.067
H -1.47 -0.45 3.48  0.050
H -2.22 -1.20 5.41  0.090
C 1.62 2.02 -2.14  -0.233
O 1.55 3.14 -2.86  -0.099
H 0.64 1.67 -1.96  0.033
H 2.01 2.17 -1.08  0.097
H 2.17 1.21 -2.66  0.084
H 1.13 2.93 -3.72  0.111
C -4.27 0.70 -1.23  -0.158
O -3.01 0.45 -0.72  -0.144
H -4.42 1.44 -2.04  0.091
H -4.99 0.97 -0.42  0.115
H -4.55 -0.19 -1.74  0.059
H -2.76 1.20 -0.23  0.014
C 0.19 4.68 -0.22  -0.179
O 0.22 5.56 0.85  -0.081
H -0.09 3.67 0.07  0.062
H 1.12 4.65 -0.78  0.083
H -0.56 4.97 -0.98  0.074
H 0.83 6.22 0.61  0.066
C 2.83 -1.80 -4.22  -0.234
O 4.00 -1.76 -3.57  -0.075
H 2.56 -2.76 -4.60  0.086
H 2.82 -1.04 -5.00  0.095
H 2.00 -1.48 -3.63  0.055
H 4.05 -0.92 -3.12  0.043
C -3.17 2.03 1.93  -0.099
O -2.24 2.67 1.05  -0.135
H -2.70 2.10 2.90  0.074
H -3.37 1.00 1.76  0.053
H -4.15 2.47 1.98  0.084
H -2.38 3.61 1.09  0.078


Below is a molecular structure, C2, with properties calculated with wB97M-V/def2-TZVPD.

Output
* E: -75.74635 Eh
* energy above the lowest of the compared OMol25 structures with the same formula, charge and spin: 344.34 kJ/mol
* highest occupied orbital energy: -0.340 Eh
* gap between HOMO and LUMO: 6.425 eV
* M: 24.0 g mol⁻¹

Last column: Löwdin charge in e.
Geometry (Å):
C 0.00 0.00 0.99  0.000
C 0.00 0.00 -0.99  0.000


Below is C2 in the gas phase, with properties calculated with wB97M-V/def2-TZVPD.

Output
* E: -75.87749 Eh
* energy above the lowest of the compared OMol25 structures with the same formula, charge and spin: 0.03 kJ/mol
* highest occupied orbital energy: -0.427 Eh
* gap between HOMO and LUMO: 6.890 eV
* M: 24.0 g mol⁻¹

Last column: Löwdin charge in e.
Geometry (Å):
C 0.00 0.00 0.62  0.000
C 0.00 0.00 -0.62  0.000


Below is a molecular structure, C20H10Cl2CoF2N2O, with properties calculated with wB97M-V/def2-TZVPD.

Output
* E: -3455.82009 Eh
* highest occupied orbital energy (spin up / spin down): -0.287 / -0.290 Eh
* gap between HOMO and LUMO (spin up / spin down): 7.354 / 7.455 eV
* M: 462.1 g mol⁻¹
* spin multiplicity: 2

Last column: Löwdin charge in e.
Geometry (Å):
Co 0.24 0.00 0.00  0.616
F 5.05 -2.25 0.00  0.065
C 4.29 -1.13 0.00  -0.261
C 2.92 -1.24 0.00  -0.011
C 2.15 -0.09 0.00  -0.094
C 2.79 1.16 0.00  -0.125
C 4.18 1.22 0.00  -0.214
F 4.82 2.41 0.00  0.055
C 4.96 0.09 0.00  0.060
C 1.87 2.30 0.00  -0.170
C 2.22 3.65 0.00  0.015
C 1.24 4.62 0.00  -0.043
C -0.09 4.23 0.00  -0.051
C -0.37 2.88 0.00  -0.094
N 0.57 1.93 0.00  0.025
H 2.46 -2.22 0.00  0.100
H 6.04 0.15 0.00  0.130
H 3.26 3.92 0.00  0.109
H 1.50 5.67 0.00  0.114
H -0.90 4.95 0.00  0.108
H -1.39 2.53 0.00  0.072
Cl 0.29 -4.78 0.00  0.718
C -1.11 -3.78 0.00  -0.578
C -2.39 -4.37 0.00  -0.117
C -3.51 -3.60 0.00  -0.608
Cl -5.08 -4.37 0.00  0.684
C -3.43 -2.19 0.00  -0.167
C -4.53 -1.31 0.00  -0.014
C -4.30 0.03 0.00  -0.039
C -2.98 0.51 0.00  -0.112
N -1.92 -0.26 0.00  0.086
C -2.14 -1.61 0.00  -0.122
C -0.95 -2.41 0.00  -0.361
O 0.20 -1.80 0.00  -0.178
H -2.48 -5.44 0.00  0.108
H -5.53 -1.71 0.00  0.097
H -5.12 0.73 0.00  0.109
H -2.82 1.58 0.00  0.085


Among the records above, which one has the highest M?
C19H70N4O16


M of number 3 (C2)?
24.0 g mol⁻¹